The following is a quantum chemistry calculation of a 4-piece molecular cluster, C18H37BO10S3 overall at a distorted geometry, from OMol25.

XYZ file:
```
69
Properties=species:S:1:pos:R:3:forces:R:3
C -1.511 2.401 2.433 0.41 -0.20 0.01
C -0.066 2.324 1.979 -1.02 -0.28 0.14
O 0.054 1.261 1.022 0.52 0.26 -0.12
B 0.523 1.638 -0.214 -0.12 -0.28 0.39
O 1.704 1.103 -0.610 0.03 -0.33 -0.13
C -0.303 2.632 -1.131 0.47 -0.12 -0.04
C -1.517 1.987 -1.803 -0.35 0.29 0.10
C -2.766 2.838 -1.622 0.18 -0.07 -0.06
O 0.584 3.181 -2.160 -0.29 0.44 0.11
C 0.692 4.513 -2.217 1.28 1.22 -2.22
O 1.181 5.098 -3.179 -0.91 -1.34 1.88
H -1.713 1.521 3.031 -0.21 -0.19 0.15
H -1.687 3.279 3.039 -0.10 0.24 0.10
H -2.169 2.374 1.576 -0.29 0.19 -0.22
H 0.536 2.087 2.842 0.49 -0.02 0.10
H 0.267 3.268 1.561 0.19 0.24 -0.10
H 1.930 1.373 -1.502 0.16 0.16 -0.28
H -0.661 3.453 -0.514 0.00 0.28 0.11
H -1.690 0.986 -1.437 -0.03 -0.33 0.14
H -1.332 1.919 -2.867 0.27 -0.20 -0.27
H -2.578 3.800 -2.088 -0.14 0.39 0.02
H -3.004 2.982 -0.576 0.00 0.12 0.30
H -3.631 2.404 -2.102 -0.11 -0.10 -0.19
H 0.363 5.079 -1.337 -0.26 -0.26 0.18
C 4.471 -0.476 2.731 0.22 0.12 0.03
C 5.070 -0.305 4.134 -0.07 0.06 -0.04
C 4.852 1.158 4.551 0.19 -0.32 0.07
S 3.378 1.696 3.673 -0.04 -0.23 0.02
O 3.752 2.728 2.737 -0.10 0.17 0.04
O 2.302 1.908 4.612 -0.02 0.22 -0.04
C 3.100 0.182 2.773 0.08 -0.18 -0.15
H 4.388 -1.519 2.448 0.03 -0.03 0.06
H 5.104 0.030 1.997 -0.02 0.02 -0.01
H 4.553 -0.967 4.831 -0.02 0.00 0.00
H 6.127 -0.566 4.159 0.01 0.01 0.01
H 4.684 1.272 5.618 -0.06 0.10 -0.01
H 5.671 1.800 4.234 -0.05 0.06 -0.06
H 2.692 0.419 1.791 -0.07 0.09 0.05
H 2.387 -0.417 3.337 -0.02 0.00 0.01
C -7.125 -0.377 -2.620 0.08 -0.07 -0.05
C -6.656 -1.823 -2.831 0.01 0.06 0.02
C -5.188 -1.770 -3.273 -0.28 -0.19 -0.06
S -4.507 -0.266 -2.559 -0.28 -0.34 0.10
O -4.158 0.632 -3.630 0.14 0.00 -0.02
O -3.560 -0.616 -1.532 0.18 0.15 -0.06
C -6.028 0.300 -1.804 -0.26 0.04 -0.02
H -8.084 -0.334 -2.107 -0.01 0.01 0.01
H -7.236 0.125 -3.583 0.00 0.02 0.00
H -6.738 -2.372 -1.891 0.01 0.01 0.02
H -7.266 -2.343 -3.567 0.00 -0.01 -0.01
H -4.610 -2.616 -2.913 0.11 0.05 0.00
H -5.092 -1.688 -4.353 0.05 0.08 0.00
H -6.059 1.386 -1.836 0.11 0.01 0.00
H -6.029 -0.047 -0.771 0.06 0.00 0.02
C 1.798 -4.430 -1.013 0.05 0.09 0.02
C 2.908 -3.629 -1.708 -0.01 -0.05 0.05
C 3.607 -2.785 -0.633 -0.06 0.05 -0.30
S 3.420 -3.693 0.907 -0.06 -0.22 -0.26
O 2.591 -2.922 1.799 0.04 -0.01 0.15
O 4.699 -4.200 1.334 0.00 0.13 0.20
C 2.435 -5.028 0.239 -0.19 -0.06 -0.23
H 1.391 -5.205 -1.660 -0.01 -0.01 -0.01
H 0.981 -3.763 -0.731 -0.01 -0.01 0.02
H 3.624 -4.316 -2.161 0.01 -0.01 0.01
H 2.513 -2.997 -2.502 0.00 0.02 -0.01
H 4.667 -2.652 -0.831 0.04 0.02 0.11
H 3.128 -1.816 -0.502 -0.03 -0.01 0.10
H 1.716 -5.350 0.988 0.07 0.05 0.10
H 3.115 -5.843 -0.007 0.04 0.01 0.03
```
Forces are in eV/Å.

The SMILES is CCOB(O)[C@H](CC)OC=O.O=S1(=O)CCCC1.O=S1(=O)CCCC1.O=S1(=O)CCCC1. For the frontier orbital gap, the calculation gives 0.375 Ha. The multiplicity is 1. The HOMO energy comes out at -0.3625 Eh.